# C7H8N2O4

A single C7H8N2O4 molecule (ωB97M-V/def2-TZVPD, OMol25).

The calculation puts the energy above the lowest of the compared OMol25 structures with the same formula, charge and spin at 88.6 kcal per mole. The value obtained for the gap between HOMO and LUMO is 10.5 eV. The calculation puts the LUMO energy at 0.16 eV. The HOMO energy is -10.3 eV. The net charge is 0. The SMILES is [H]/N=C1/C=C[C@@H]2OCO[C@]2([N+](=O)[O-])C1.

Last column: Mulliken charge in e.
Element x y z (Å)
H: -1.036 2.360 -2.561  0.245
N: -0.205 1.777 -2.611  -0.786
C: 0.123 1.194 -1.543  0.488
C: 1.306 0.341 -1.566  -0.242
C: 1.686 -0.417 -0.542  -1.048
C: 0.925 -0.533 0.748  0.098
O: 0.621 -1.881 1.063  -0.457
C: -0.564 -2.184 0.388  -0.256
O: -1.265 -0.971 0.166  -0.426
C: -0.485 0.074 0.631  0.738
N: -0.948 0.418 2.051  0.938
O: -0.380 1.346 2.577  -0.600
O: -1.811 -0.259 2.532  -0.597
C: -0.591 1.332 -0.213  -0.791
H: 1.862 0.357 -2.490  0.435
H: 2.560 -1.048 -0.598  0.404
H: 1.507 -0.120 1.579  0.464
H: -0.369 -2.647 -0.593  0.290
H: -1.160 -2.856 1.014  0.277
H: -0.130 2.155 0.343  0.367
H: -1.646 1.564 -0.376  0.460